Computed, not measured: C42H56Cl63FN4O4P as an isolated structure, with ωB97M-V/def2-TZVPD.

Structure (XYZ):
```
171
Properties=species:S:1:pos:R:3:mulliken_charge:R:1
Cl -2.15 -2.79 4.71 -0.101
Cl 3.11 -5.59 2.86 -0.089
Cl -6.80 6.80 2.38 -0.101
Cl -6.90 -0.65 7.34 -0.104
Cl -9.48 -2.68 -0.18 -0.089
Cl -4.44 6.98 0.68 -0.073
Cl 9.50 -9.46 2.00 -0.123
Cl -15.65 1.47 -7.37 -0.136
Cl 12.35 3.29 -1.13 -0.095
Cl -11.89 -1.11 -8.17 -0.118
Cl 5.08 -4.67 -1.71 -0.067
Cl 5.41 4.91 -6.29 -0.102
Cl -4.79 -5.65 1.18 -0.130
Cl 10.68 5.65 -0.78 -0.087
Cl 1.02 1.25 -4.62 -0.053
Cl 3.32 -10.84 1.60 -0.096
Cl -2.78 -0.02 4.05 -0.082
Cl 2.31 -1.06 -1.64 0.142
Cl 8.54 -12.14 1.39 -0.120
Cl -5.62 -3.25 -0.23 -0.031
Cl 2.50 -8.43 0.18 -0.154
Cl -16.35 -1.06 -1.49 -0.113
Cl -9.04 -5.26 1.10 -0.075
Cl -2.79 -3.76 0.24 -0.077
Cl 2.34 -2.87 -3.93 -0.102
Cl 1.97 -12.90 4.56 -0.116
Cl 1.03 6.38 7.22 -0.133
Cl 0.55 -12.86 2.01 -0.116
Cl 12.21 5.30 -3.23 -0.116
Cl 3.29 4.59 6.84 -0.096
Cl -4.32 -1.82 7.99 -0.128
Cl -10.81 -6.12 -2.36 -0.115
Cl -13.07 -2.44 -5.86 -0.111
Cl -7.74 -2.87 2.15 -0.044
Cl 5.75 3.44 3.55 -0.063
Cl -5.12 0.71 9.20 -0.112
Cl 9.69 -0.83 -3.54 -0.117
Cl 2.33 3.19 -6.35 -0.069
Cl 5.32 -8.94 0.66 -0.066
Cl -14.08 -1.74 0.21 -0.125
Cl 3.30 -6.02 -3.57 -0.131
Cl 9.81 -0.22 -0.70 -0.134
Cl -4.84 -2.06 3.84 -0.064
Cl 5.09 6.74 -4.05 -0.064
Cl 1.04 4.50 5.00 -0.089
Cl 7.67 4.53 5.45 -0.126
Cl 2.10 0.42 -7.19 -0.121
Cl -9.63 -4.79 -4.67 -0.076
Cl -6.48 4.97 0.13 -0.102
Cl 5.38 -6.85 4.17 -0.108
Cl -8.21 -4.83 -2.13 -0.024
Cl -0.17 -2.27 -2.58 -0.111
Cl -14.23 1.44 -4.82 -0.118
Cl -10.47 -1.15 -5.62 -0.110
Cl 5.88 -7.19 -2.91 -0.128
Cl -0.63 -14.18 4.32 -0.120
Cl 7.45 6.92 -5.74 -0.114
Cl -13.69 -1.33 -2.65 -0.019
Cl -16.83 0.15 -5.06 -0.108
Cl 8.15 4.77 2.59 -0.062
Cl 5.28 -3.95 3.91 -0.110
Cl 9.48 1.93 -2.63 -0.077
Cl 9.91 -10.59 -0.66 -0.125
P 0.17 3.65 2.93 0.659
F 3.40 7.89 -0.28 -0.181
O 2.77 2.40 -0.50 0.559
O -1.28 7.95 0.04 -0.461
O 1.39 8.99 -1.08 -0.455
O 0.72 4.75 -0.02 -0.126
N 0.81 2.43 3.78 -0.764
N -1.92 3.83 1.06 0.572
N 0.99 7.53 0.83 -0.132
N -3.18 -0.49 -1.09 -0.512
C -9.19 -3.51 1.36 -0.175
C -0.62 3.06 1.25 -0.533
C 5.94 -1.27 0.04 -0.436
C 3.26 -0.24 0.20 -0.917
C 4.33 -1.50 0.38 0.917
C 6.37 0.25 -0.43 -0.232
C 3.68 1.27 -0.29 0.538
C 1.41 -1.63 -3.06 0.874
C 5.30 1.52 -0.60 -0.500
C 10.21 0.34 -2.33 -0.009
C 1.95 2.69 0.70 -0.753
C -15.32 0.54 -5.90 0.408
C 5.12 3.74 -2.25 -0.596
C 6.92 4.74 3.86 -0.013
C 6.17 3.84 0.30 -0.571
C 4.33 -5.43 4.13 -0.010
C 0.88 -13.79 3.48 0.054
C 1.94 8.12 -0.19 0.582
C -11.56 -2.04 -6.69 0.055
C -4.43 -3.95 0.88 0.930
C -0.29 7.04 0.16 -0.036
C 1.54 4.77 6.68 -0.146
C 4.52 -6.24 -2.30 0.605
C 5.72 6.55 -5.69 -0.069
C 3.68 -9.13 1.30 0.199
C 0.51 3.31 0.10 0.132
C 1.33 1.73 -6.30 -0.119
C -6.17 6.61 0.73 -0.048
C 3.79 -2.96 0.90 -0.841
C -3.17 2.95 1.11 -0.269
C -3.35 1.93 -0.15 -0.478
C -0.46 5.49 -0.44 0.255
C -3.40 -1.53 4.73 0.481
C -1.91 4.81 -0.10 0.648
C -2.71 0.43 0.06 0.575
C 8.83 -10.52 0.74 0.481
C -5.68 -0.86 8.60 0.013
C 5.96 2.94 -1.09 1.317
C 12.18 5.02 -1.49 -0.054
C -14.61 -0.83 -1.22 -0.022
C 0.26 2.51 -1.32 -0.582
C -9.30 -5.73 -3.20 -0.131
H 7.04 2.74 -1.53 -0.403
H -2.63 5.70 0.22 -1.286
H -2.97 2.32 -1.19 0.204
H 7.87 -10.10 0.42 -0.118
H 7.19 4.41 0.32 0.091
H 2.56 3.51 1.31 -0.058
H -4.14 3.61 1.20 0.183
H 5.22 4.51 0.46 0.113
H -2.98 0.01 1.12 0.011
H 2.13 -0.50 0.43 0.286
H 4.06 -6.78 -1.47 -0.284
H 0.37 1.96 -6.78 0.325
H -2.01 4.44 1.93 0.660
H -0.75 1.91 1.38 0.523
H 0.89 2.93 -2.23 0.199
H -0.40 5.62 -1.63 0.323
H -3.69 -1.35 5.77 -0.311
H 1.12 4.71 2.61 -0.133
H 7.52 0.41 -0.69 -0.605
H -14.43 0.23 -1.04 0.289
H -2.73 -1.43 -0.86 0.018
H 5.88 4.37 -2.89 0.340
H -14.83 -0.39 -6.18 -0.047
H -1.54 0.53 -0.12 -0.236
H 1.82 2.68 3.88 0.322
H -11.07 -2.98 -6.98 0.273
H 11.30 0.45 -2.40 0.333
H 1.05 4.03 7.31 0.311
H -4.53 1.76 -0.28 0.348
H 2.84 -2.74 1.59 0.392
H 4.38 3.08 -2.87 0.133
H -6.14 -1.41 9.43 0.334
H -0.85 4.30 3.77 -0.006
H 3.81 -5.36 5.09 0.344
H 6.38 5.69 3.85 0.290
H 1.67 1.75 1.33 0.398
H 1.44 6.80 1.42 0.265
H -4.50 -3.41 1.83 -0.607
H 3.62 -8.59 2.25 0.104
H 13.02 5.55 -1.04 0.363
H 1.37 -14.72 3.20 0.292
H 6.76 -2.13 0.12 0.315
H 5.20 7.26 -6.34 0.356
H 1.25 -0.79 -3.73 -0.711
H -8.81 -6.66 -3.49 0.335
H -3.06 2.32 2.11 0.134
H 3.58 -3.74 0.06 0.148
H 0.37 1.33 -1.20 -0.002
H 4.44 4.54 -1.68 -0.017
H -10.05 -3.33 2.01 0.366
H -6.70 7.32 0.08 0.377
H 4.60 -3.42 1.64 0.003
H -2.61 -0.16 -1.93 0.297
H -2.35 4.40 -1.10 0.422
H -0.87 2.69 -1.61 0.119
H 6.20 3.05 1.19 0.149
```

Calculated values
E_HOMO: -9.533 eV
Charge: +1

***

Computed, not measured: a 16-piece molecular cluster, C54H124N8O23 overall, with ωB97M-V/def2-TZVPD.

Structure (XYZ):
```
209
Properties=species:S:1:pos:R:3:mulliken_charge:R:1
O 8.47 -0.75 0.70 -0.335
O 3.40 3.20 -4.43 -0.708
O -4.37 3.27 3.65 -0.461
O -3.80 -3.94 -1.20 0.204
O 3.19 -1.47 2.04 -0.671
O -4.31 2.42 -3.16 -0.467
O -5.91 -4.56 3.27 -0.422
O -1.72 -5.90 -1.43 -0.891
O 0.40 -1.47 -4.11 -0.413
O 1.74 4.59 -3.66 0.098
O 4.34 2.52 0.27 0.077
O 2.39 -2.52 -0.36 -0.929
O -4.95 -9.23 -0.37 -0.319
O -1.67 -2.88 3.39 -0.304
O -0.25 3.94 2.78 -0.298
O -2.72 7.08 -4.17 -0.381
O -1.16 3.93 -1.15 0.624
O 1.11 2.83 -4.52 -0.194
O -1.05 -5.01 1.29 -0.954
O -5.99 -0.22 2.40 -0.247
O 1.88 -3.43 -3.01 -1.016
O -1.97 0.43 6.02 -0.514
O 1.43 3.64 7.72 -0.260
N -2.02 4.34 -3.74 0.132
N 6.55 0.85 -0.97 0.382
N 6.04 -4.02 -2.94 0.372
N 0.40 2.38 5.30 -0.198
N -2.66 -0.67 1.04 1.180
N -5.63 -6.94 1.54 -0.214
N 5.20 -1.92 -2.99 0.616
N -1.06 0.64 0.44 1.444
C 6.17 -5.43 -2.83 -0.661
C -6.19 -5.69 1.11 -0.684
C -1.50 5.20 -4.81 -0.685
C -3.32 0.10 6.01 -0.434
C -0.39 -2.79 4.02 -0.265
C -0.02 -4.59 -2.24 -0.598
C -2.95 2.03 -3.20 0.839
C -4.33 -3.76 -2.47 -0.816
C -1.45 -0.63 0.43 -0.176
C 2.12 3.77 6.42 -0.792
C -5.14 1.42 -2.54 -0.573
C 1.14 -3.72 -2.06 0.706
C 5.01 -3.21 -2.47 -0.253
C 1.45 -3.26 -0.58 0.629
C -3.38 4.32 3.46 -0.253
C 5.15 3.38 1.09 -0.939
C -4.37 -9.39 -1.64 -0.695
C 6.17 2.21 -1.35 -1.578
C -5.63 -4.52 1.87 0.059
C -3.06 0.63 1.41 -1.482
C -2.25 2.97 -4.27 -0.858
C -1.44 6.62 -4.31 -0.200
C 2.20 3.49 -4.18 0.685
C -6.50 -8.05 1.09 -0.845
C -1.99 4.80 -0.45 -0.781
C 0.27 1.09 -0.02 0.538
C 1.82 2.51 5.57 -0.405
C -3.40 -1.92 1.17 -0.516
C 2.01 6.89 -2.94 -1.233
C -1.50 0.90 4.77 1.025
C 6.35 -1.91 -3.72 -0.503
C 0.49 0.58 -1.42 1.612
C -2.01 1.42 1.06 -0.813
C 4.31 -0.79 -2.78 0.119
C 1.22 1.44 -4.87 -0.065
C 3.60 -0.18 1.62 -0.082
C -0.70 -5.13 -1.15 -0.089
C 6.88 -3.20 -3.67 -0.694
C 7.99 0.81 -1.08 -0.914
C 4.67 2.57 -1.15 0.565
C 8.72 -2.10 1.13 -0.711
C 0.61 -3.74 0.51 -0.609
C -0.41 -4.63 0.25 0.804
C -6.16 -8.43 -0.41 -0.408
C -0.97 -1.78 -3.99 -0.490
C 0.02 1.04 4.82 -0.894
C -6.63 0.52 3.45 -0.611
C -5.67 -3.36 4.02 -0.453
C 0.98 4.44 2.15 -0.795
C 2.70 5.61 -3.24 0.160
C 8.56 -0.55 -0.73 -0.409
C 1.90 4.50 8.66 -0.827
C 6.13 -6.16 -4.20 -1.083
C -2.87 8.38 -3.58 -0.826
H -3.75 5.30 3.77 0.443
H -3.68 -0.30 6.96 0.384
H -6.16 -7.56 -1.08 0.264
H 0.31 2.18 0.02 -0.424
H -7.58 0.04 3.65 0.408
H -2.82 -2.78 0.84 -0.280
H 3.15 5.22 -2.32 -0.087
H -2.50 4.08 4.05 0.078
H 2.35 2.68 4.63 0.122
H 8.50 1.46 -0.38 0.397
H -3.15 4.31 2.39 -0.044
H 0.99 0.81 0.75 -0.364
H -1.90 4.80 0.63 -0.072
H 6.29 0.62 -0.02 0.014
H -1.83 5.85 -0.68 0.266
H -1.73 2.44 1.28 0.795
H -0.06 2.57 6.18 0.290
H 0.40 0.94 3.80 0.117
H -0.28 -4.86 -3.25 0.528
H 0.28 0.91 -4.74 -0.073
H 1.56 1.37 -5.90 0.458
H 2.95 0.64 1.94 -0.158
H -2.91 4.76 -3.52 0.199
H -3.43 -9.93 -1.53 0.281
H -4.71 -2.87 3.88 0.021
H -1.65 -0.95 -4.18 0.125
H 4.57 0.03 2.07 0.454
H 6.69 -0.97 -4.13 0.503
H -2.03 5.15 -5.76 0.377
H 4.76 3.46 2.11 0.143
H -4.75 1.21 -1.54 0.068
H 4.60 3.61 -1.44 -0.073
H 7.15 -5.60 -2.38 0.346
H -1.24 -2.47 -4.79 0.439
H -5.23 -4.35 -2.34 0.291
H -7.27 -5.57 1.21 0.316
H 2.26 1.61 6.00 0.409
H -4.51 -2.71 -2.66 0.123
H 1.42 3.65 1.55 0.157
H 6.74 -5.71 -4.98 0.362
H -0.42 -1.98 4.75 0.116
H 0.45 0.36 5.55 0.855
H 1.67 5.56 8.51 0.308
H -3.66 -0.49 5.16 -0.057
H 8.34 1.03 -2.09 0.489
H -0.88 7.31 -4.94 0.526
H -2.85 0.98 -3.44 0.255
H -6.93 -9.07 -0.84 0.402
H 1.37 4.20 9.57 0.258
H -6.10 -5.54 0.03 0.197
H -3.05 9.17 -4.30 0.286
H -6.10 1.93 -2.45 0.310
H -3.77 8.32 -2.96 0.282
H -3.01 4.45 -0.61 0.396
H 2.96 4.42 8.90 0.319
H 9.63 -0.51 -0.94 0.487
H 8.35 -2.28 2.14 0.257
H 0.90 -2.25 -3.88 0.329
H 1.72 7.32 -3.91 0.283
H -2.42 2.07 -2.25 -0.627
H 8.10 -1.30 -1.36 0.080
H 9.80 -2.19 1.10 0.330
H -3.43 -1.90 2.26 0.040
H -6.75 -0.41 1.85 0.205
H 1.87 0.98 -4.12 -0.235
H -0.24 1.03 -2.08 -0.508
H -3.92 0.83 2.04 0.542
H -5.68 -3.71 5.05 0.373
H -4.70 3.28 4.56 0.263
H -3.79 -4.28 -3.27 0.287
H 6.17 3.02 1.23 0.302
H -0.83 -1.47 0.13 -0.157
H 2.66 7.62 -2.45 0.483
H -6.19 -8.93 1.66 0.414
H 5.50 -5.89 -2.10 0.426
H -5.57 -7.00 2.55 0.269
H 0.80 5.26 1.45 0.337
H 1.45 0.83 -1.87 -0.679
H -1.18 -2.12 -2.98 0.014
H 4.07 -3.52 -2.03 0.113
H -0.94 6.69 -3.34 -0.098
H -0.48 4.90 -5.02 0.156
H 0.46 -0.51 -1.52 -0.498
H -3.22 -4.68 -1.37 0.012
H -4.36 -1.92 0.66 0.371
H 4.63 -0.26 -1.88 -0.254
H 3.51 5.75 -3.95 0.399
H 6.59 -7.13 -4.05 0.384
H 3.92 2.08 -1.77 -0.216
H 0.04 -3.68 4.48 0.341
H -1.78 0.14 4.04 -0.342
H -5.85 -3.52 1.52 0.294
H 2.91 -1.89 1.23 0.524
H -2.07 8.63 -2.88 0.318
H 1.10 6.79 -2.34 0.119
H 0.86 -3.39 1.50 0.476
H -3.83 1.05 5.84 0.248
H -2.91 3.01 -5.14 0.630
H -6.95 1.51 3.12 0.295
H -5.00 -9.88 -2.38 0.324
H -1.52 3.91 -2.04 -0.277
H -4.55 -4.61 1.79 -0.009
H 5.09 -6.23 -4.54 0.293
H 8.33 -2.87 0.46 0.223
H 3.63 -0.14 0.53 -0.023
H 0.27 -2.49 3.21 -0.079
H 3.21 3.83 6.42 0.476
H -5.92 0.65 4.27 0.022
H -1.33 2.46 -4.56 -0.013
H -1.56 -3.54 2.70 0.196
H 5.06 4.42 0.77 0.342
H 6.72 3.00 -0.82 0.529
H -0.08 3.38 3.54 0.118
H 7.77 -3.61 -4.10 0.496
H -4.04 -8.48 -2.13 0.207
H -6.41 -2.57 3.87 0.226
H -5.17 0.49 -3.11 0.309
H -7.56 -7.94 1.32 0.435
H 3.28 -1.07 -2.56 -0.145
H -1.96 1.84 4.44 -0.205
H 6.45 2.44 -2.38 0.542
H 1.70 4.60 5.85 0.249
H 1.70 4.83 2.87 0.414
H 4.37 -0.12 -3.64 0.345
```

Calculated values
E_HOMO: -6.077 eV
Charge: 0

***

Computed, not measured: a 3-piece molecular cluster, C4H7IOS overall, with ωB97M-V/def2-TZVPD.

Structure (XYZ):
```
14
Properties=species:S:1:pos:R:3:mulliken_charge:R:1
I 1.11 -5.14 -1.40 -0.111
S 0.89 -1.28 -0.51 -0.202
O -3.03 -2.11 2.21 -0.180
C -0.09 0.65 1.25 -0.507
C 0.11 0.29 -0.20 0.691
C -0.33 0.96 -1.20 -1.004
C -2.00 -1.86 1.87 0.072
H -0.70 -0.25 1.59 -0.112
H 2.30 -5.21 -0.36 0.101
H -0.68 1.54 1.35 0.348
H -0.86 1.87 -1.12 0.275
H 0.85 0.55 1.79 0.294
H -0.38 0.56 -2.19 0.201
H 0.10 -1.45 -1.71 0.133
```

Calculated values
E_HOMO: -8.580 eV
Charge: 0